Entry 1:
C5H12N2O2 | ωB97M-V/def2-TZVPD

Each line ends with the Löwdin charge.
Geometry (Å):
C -1.753 -1.556 -0.703  0.010
C -1.897 -0.406 -0.029  -0.145
C -1.048 0.805 -0.221  -0.565
N -1.807 1.905 -0.727  0.040
N -0.610 1.303 1.046  0.043
H -0.992 -1.681 -1.469  0.055
H -2.409 -2.400 -0.509  0.052
H -2.680 -0.341 0.724  0.105
H -0.198 0.608 -0.882  0.134
H -2.488 2.146 -0.011  0.079
H -2.334 1.593 -1.538  0.080
H -0.172 2.204 0.864  0.081
H 0.129 0.695 1.401  0.048
C 2.993 0.021 0.086  0.013
C 1.952 -1.049 0.109  -0.580
O 1.689 -1.816 -0.802  0.074
O 1.281 -1.096 1.275  0.065
H 2.929 0.562 -0.862  0.096
H 3.980 -0.428 0.206  0.095
H 2.820 0.740 0.892  0.085
H 0.617 -1.809 1.149  0.135

Values from the calculation:
Structure (SMILES)   C=CC(N)N.CC(=O)O
M   132.163 g/mol
Frontier orbital gap   10.09 eV



Entry 2:
C5H12N2O2 | ωB97M-V/def2-TZVPD

Each line ends with the Löwdin charge.
Geometry (Å):
C 0.465 1.756 0.307  -0.351
C 0.716 -0.356 -1.572  -0.097
C -1.571 0.296 -1.134  -0.068
C 0.453 -1.717 1.268  0.016
N -0.218 0.206 -0.616  -0.188
N 1.015 0.732 1.217  0.076
C 0.031 -0.288 1.083  -0.516
O -0.560 2.362 0.686  -0.067
O -1.105 0.019 1.718  0.048
H -1.239 1.007 1.557  0.106
H 1.958 0.425 1.018  0.110
H 1.280 2.279 -0.224  0.139
H 1.719 -0.397 -1.145  0.078
H 0.433 -1.371 -1.873  0.089
H 0.756 0.267 -2.473  0.092
H -1.569 0.765 -2.121  0.093
H -2.185 0.906 -0.475  0.079
H -2.026 -0.698 -1.213  0.094
H -0.383 -2.369 1.025  0.094
H 1.315 -1.962 0.651  0.077
H 0.715 -1.864 2.317  0.098

Values from the calculation:
M   132.163 g/mol
Frontier orbital gap   9.56 eV



Entry 3:
C5H12N2O2 | ωB97M-V/def2-TZVPD

Each line ends with the Löwdin charge.
Geometry (Å):
C 1.899 0.765 0.311  0.018
C -0.507 -0.102 -0.638  -0.042
C 2.580 -0.346 0.068  -0.374
C 3.943 -0.277 0.681  0.030
C -1.821 0.709 -0.552  -0.157
N 1.322 1.802 0.763  0.217
N -3.032 -0.058 -0.819  0.197
O 2.074 -1.418 -0.540  0.040
O -0.687 -1.247 -1.155  0.063
H 4.550 -0.362 -0.242  0.119
H 4.113 -1.234 1.320  0.156
H 4.063 0.616 1.300  0.109
H -1.662 1.527 -1.344  0.174
H -1.833 1.335 0.364  0.141
H 1.393 2.488 0.060  0.135
H 0.830 1.943 1.693  0.204
H 2.650 -1.622 -1.398  0.231
H -3.820 0.145 -0.297  0.147
H -2.558 -1.115 -0.906  0.243
H -3.245 0.032 -1.801  0.169
H 0.093 -1.899 -1.138  0.178

Values from the calculation:
Charge   +2
M   132.163 g/mol
Frontier orbital gap   9.85 eV



Entry 4:
C5H12N2S | ωB97M-V/def2-TZVPD

Each line ends with the Löwdin charge.
Geometry (Å):
C -1.909 0.341 1.096  -0.096
C -0.865 0.306 -0.014  -0.780
S -0.454 1.971 -0.690  0.808
C -1.185 -0.721 -1.044  -0.266
N -0.400 -1.719 -0.351  0.016
C 0.352 -0.552 0.328  -0.290
C 1.745 -0.335 -0.329  -0.290
N 2.456 0.615 0.464  -0.025
H -1.524 0.769 2.022  0.074
H -2.810 0.897 0.717  0.095
H -2.184 -0.662 1.458  0.091
H 0.229 2.246 0.397  -0.158
H -0.780 -0.401 -2.023  0.110
H -2.231 -0.982 -1.200  0.114
H 0.159 -2.301 -0.993  0.106
H 0.438 -0.613 1.407  0.132
H 1.593 0.080 -1.385  0.114
H 2.233 -1.320 -0.425  0.117
H 3.268 0.901 -0.075  0.072
H 1.868 1.478 0.639  0.054

Values from the calculation:
Structure (SMILES)   C[C@]1(S)CN[C@H]1CN
M   132.232 g/mol
Frontier orbital gap   9.69 eV



Entry 5:
C5H12N2S | ωB97M-V/def2-TZVPD

Each line ends with the Löwdin charge.
Geometry (Å):
C -3.411 -0.189 -0.182  -0.153
N -2.229 0.546 0.083  -0.030
C -1.172 0.024 -0.280  -0.344
N 0.079 0.658 -0.455  -0.475
S 0.069 2.242 0.132  0.777
C 1.258 -0.259 -0.246  -0.532
C 1.513 -0.637 1.212  -0.090
C 2.488 0.207 -0.983  -0.083
H -4.016 -0.477 0.746  0.103
H -3.253 -1.078 -0.714  0.043
H -4.089 0.432 -0.732  0.067
H -1.140 -0.999 -0.788  0.148
H 0.036 2.049 1.506  -0.110
H 0.856 -1.179 -0.621  0.104
H 0.544 -0.851 1.707  0.071
H 2.214 -1.561 1.109  0.107
H 2.021 0.209 1.886  0.113
H 2.966 1.043 -0.455  0.065
H 3.187 -0.689 -0.877  0.097
H 2.078 0.509 -2.047  0.123

Values from the calculation:
Structure (SMILES)   C/N=C/N(S)C(C)C
M   132.232 g/mol
Frontier orbital gap   9.85 eV



Entry 6:
C5H12N3 | ωB97M-V/def2-TZVPD

Each line ends with the Löwdin charge.
Geometry (Å):
C -1.327 -0.527 2.521  -0.058
N -0.665 -0.281 1.269  -0.023
C 0.412 -0.947 0.913  -0.002
C 1.084 -0.885 -0.373  0.018
C 0.460 -0.043 -1.254  -0.322
C 0.506 -0.356 -2.702  0.006
N -0.249 1.004 -0.737  -0.089
N 0.385 2.128 -0.057  0.094
H -2.115 0.345 2.666  0.138
H -1.743 -1.547 2.530  0.096
H -0.711 -0.408 3.491  0.121
H -0.904 0.523 0.720  0.081
H 0.610 -1.763 1.526  0.126
H 1.979 -1.405 -0.560  0.109
H 0.152 0.584 -3.242  0.118
H -0.264 -1.155 -2.989  0.134
H 1.474 -0.788 -2.843  0.087
H -0.997 1.354 -1.382  0.177
H 1.335 2.184 -0.422  0.104
H 0.580 1.983 0.925  0.084

Values from the calculation:
Structure (SMILES)   C/[NH+]=C/C=C(/C)NN
Charge   +1
M   114.172 g/mol
Frontier orbital gap (spin up / spin down)   8.69 / 8.68 eV